(1)
{
  "formula": "C45H45N2OP2S4Ti",
  "method": "ωB97M-V/def2-TZVPD",
  "total_charge": 1,
  "relative_energy_kj_mol": 163.0,
  "energy_ev": -137455.8302,
  "gap_ev": 7.349,
  "homo_ev": -10.46,
  "e_lumo_ev": -3.11,
  "elements": ["Ti", "S", "P", "C", "P", "S", "C", "C", "C", "C", "C", "C", "C", "C", "C", "C", "C", "C", "C", "C", "C", "C", "C", "C", "C", "C", "C", "C", "C", "C", "H", "H", "H", "H", "H", "H", "H", "H", "H", "H", "H", "H", "H", "H", "H", "H", "H", "H", "H", "H", "C", "C", "N", "C", "C", "S", "C", "C", "S", "C", "N", "C", "H", "H", "H", "H", "H", "H", "H", "H", "C", "C", "C", "C", "C", "C", "C", "C", "C", "C", "C", "C", "O", "H", "H", "H", "H", "H", "H", "H", "H", "H", "H", "H", "H", "H", "H", "H", "H", "H"],
  "xyz": [[-0.620, 0.227, 0.476], [1.478, 1.623, 0.656], [1.967, 0.380, -0.858], [0.753, -0.826, -0.810], [0.936, -2.048, 0.376], [0.087, -1.318, 2.121], [-0.002, -3.504, -0.139], [0.132, -3.940, -1.457], [-0.559, -5.059, -1.899], [-1.400, -5.741, -1.028], [-1.540, -5.309, 0.282], [-0.840, -4.194, 0.728], [2.578, -2.624, 0.845], [3.325, -1.908, 1.779], [4.595, -2.340, 2.125], [5.123, -3.487, 1.546], [4.384, -4.201, 0.613], [3.113, -3.770, 0.258], [1.840, 1.308, -2.420], [2.972, 1.781, -3.082], [2.845, 2.516, -4.257], [1.589, 2.779, -4.783], [0.455, 2.321, -4.124], [0.585, 1.599, -2.950], [3.682, -0.142, -0.818], [4.107, -1.167, -1.666], [5.442, -1.537, -1.683], [6.355, -0.880, -0.861], [5.932, 0.136, -0.017], [4.592, 0.502, 0.009], [0.769, -3.389, -2.140], [-0.448, -5.395, -2.922], [-1.947, -6.610, -1.373], [-2.198, -5.838, 0.960], [-0.958, -3.855, 1.750], [2.918, -1.010, 2.228], [5.172, -1.782, 2.851], [6.112, -3.827, 1.825], [4.791, -5.097, 0.163], [2.543, -4.339, -0.464], [3.961, 1.582, -2.690], [3.732, 2.878, -4.762], [1.493, 3.344, -5.702], [-0.531, 2.530, -4.524], [-0.309, 1.254, -2.448], [3.395, -1.673, -2.309], [5.776, -2.333, -2.336], [7.398, -1.168, -0.876], [6.642, 0.641, 0.625], [4.254, 1.286, 0.677], [-3.083, -2.059, 3.413], [-3.599, -1.242, 2.269], [-3.010, -1.062, 1.110], [-3.875, -0.424, 0.237], [-5.063, -0.042, 0.753], [-5.160, -0.557, 2.372], [-3.490, -0.405, -1.175], [-4.337, -0.311, -2.222], [-3.467, -0.554, -3.661], [-2.020, -0.790, -2.792], [-2.161, -0.640, -1.492], [-0.816, -1.253, -3.552], [-1.999, -2.060, 3.434], [-3.424, -3.089, 3.294], [-3.459, -1.690, 4.366], [-5.870, 0.484, 0.265], [-5.406, -0.165, -2.211], [-0.937, -1.054, -4.617], [-0.720, -2.330, -3.413], [0.094, -0.793, -3.191], [0.149, 2.059, 3.945], [-1.378, 2.131, 4.031], [-2.002, 0.745, 4.125], [-2.017, 3.020, 2.968], [-2.709, 4.135, 3.443], [-3.286, 5.063, 2.596], [-3.126, 4.902, 1.234], [-2.441, 3.814, 0.693], [-2.201, 3.865, -0.810], [-0.750, 4.253, -1.103], [-2.651, 2.647, -1.601], [-1.952, 2.860, 1.583], [-1.448, 1.654, 1.062], [0.564, 1.810, 4.924], [0.579, 3.012, 3.632], [0.492, 1.291, 3.252], [-1.609, 2.637, 4.968], [-1.486, 0.139, 4.875], [-3.058, 0.805, 4.396], [-1.935, 0.225, 3.172], [-2.784, 4.269, 4.516], [-3.828, 5.912, 2.993], [-3.521, 5.646, 0.552], [-2.824, 4.692, -1.151], [-0.046, 3.513, -0.721], [-0.509, 5.208, -0.632], [-0.584, 4.352, -2.179], [-2.091, 1.749, -1.343], [-2.508, 2.819, -2.671], [-3.707, 2.430, -1.429]],
  "forces_ev_per_angstrom": [[1.276, -1.483, -0.688], [-0.542, 0.055, 0.035], [-0.115, 0.134, -0.594], [0.219, 0.219, 0.658], [-0.310, -0.250, -0.213], [-0.129, 0.172, -0.219], [-0.015, -0.066, -0.018], [-0.017, 0.006, -0.032], [-0.006, 0.023, 0.044], [0.027, 0.013, -0.015], [0.026, 0.052, 0.022], [-0.026, -0.063, 0.033], [0.135, -0.081, 0.007], [0.046, -0.104, -0.019], [-0.060, -0.046, -0.032], [-0.059, -0.005, -0.029], [-0.031, 0.045, 0.032], [0.013, -0.007, 0.094], [0.129, 0.044, -0.098], [-0.030, 0.017, -0.015], [-0.026, -0.049, 0.062], [-0.004, -0.003, 0.016], [0.069, 0.026, -0.011], [-0.026, 0.027, 0.045], [0.205, -0.012, 0.033], [0.066, 0.071, 0.003], [-0.013, 0.096, 0.083], [-0.056, 0.005, -0.015], [-0.059, 0.002, -0.051], [0.126, 0.065, -0.041], [0.019, -0.011, 0.032], [0.007, 0.012, 0.018], [0.018, 0.026, 0.010], [0.017, 0.013, -0.005], [0.001, 0.002, -0.003], [-0.046, 0.010, 0.033], [0.003, 0.000, -0.007], [-0.005, 0.004, 0.001], [-0.001, 0.009, 0.009], [-0.035, -0.008, 0.001], [0.008, -0.020, 0.015], [-0.025, -0.020, 0.029], [0.004, -0.018, 0.031], [0.026, -0.010, 0.021], [-0.014, 0.004, 0.070], [-0.001, 0.015, 0.010], [-0.011, 0.004, 0.010], [-0.012, -0.002, -0.010], [-0.009, -0.005, -0.013], [0.013, -0.014, -0.023], [-0.065, -0.016, -0.119], [0.235, -0.186, -0.069], [-0.328, 0.152, 0.178], [0.408, -0.130, -0.242], [-0.227, 0.158, 0.003], [-0.278, 0.052, 0.162], [0.277, -0.059, 0.366], [-0.143, 0.000, -0.125], [-0.155, -0.023, -0.318], [0.242, -0.067, 0.154], [-0.182, 0.261, 0.221], [-0.113, 0.026, 0.063], [0.021, -0.010, -0.015], [-0.003, -0.011, -0.018], [-0.013, 0.008, -0.034], [0.061, -0.051, 0.042], [0.062, -0.008, 0.007], [-0.015, 0.025, 0.031], [-0.045, 0.005, -0.028], [0.031, -0.029, 0.036], [0.055, 0.007, -0.068], [-0.029, 0.022, -0.093], [-0.011, 0.048, 0.016], [-0.120, 0.131, 0.396], [0.074, -0.024, 0.021], [0.030, -0.083, -0.019], [0.083, 0.018, -0.057], [-0.213, 0.444, -0.171], [0.021, -0.043, 0.115], [0.058, 0.024, -0.006], [-0.050, -0.069, -0.002], [0.302, -0.999, -0.567], [-0.696, 1.105, 0.813], [-0.027, -0.017, -0.007], [-0.013, 0.005, 0.026], [-0.044, 0.029, -0.055], [0.025, 0.032, 0.053], [-0.013, 0.061, -0.004], [0.031, 0.026, -0.004], [0.068, 0.092, 0.044], [-0.007, 0.017, -0.016], [0.019, -0.026, -0.006], [-0.010, -0.001, 0.036], [-0.022, 0.049, -0.087], [-0.021, -0.045, -0.005], [-0.012, -0.036, -0.012], [-0.033, 0.006, 0.046], [-0.007, 0.156, -0.007], [-0.034, 0.042, 0.015], [0.053, 0.039, 0.004]],
  "lowdin_charge": [0.65, 0.48, 0.49, -0.61, 0.55, 0.50, -0.34, -0.12, -0.07, -0.06, -0.06, -0.08, -0.34, -0.10, -0.06, -0.06, -0.07, -0.07, -0.31, -0.06, -0.06, -0.06, -0.07, -0.13, -0.38, -0.08, -0.06, -0.06, -0.07, -0.10, 0.10, 0.11, 0.11, 0.11, 0.08, 0.09, 0.12, 0.11, 0.11, 0.10, 0.11, 0.11, 0.11, 0.11, 0.07, 0.12, 0.11, 0.11, 0.11, 0.09, -0.10, -0.65, 0.06, -0.35, -0.32, 1.12, -0.36, -0.33, 1.12, -0.61, 0.05, -0.08, 0.01, 0.09, 0.08, 0.09, 0.09, 0.08, 0.07, 0.03, -0.06, -0.35, -0.08, -0.11, -0.03, -0.06, -0.03, -0.12, -0.35, -0.04, -0.05, -0.17, -0.28, 0.09, 0.09, 0.00, 0.12, 0.10, 0.09, 0.00, 0.12, 0.11, 0.12, 0.13, 0.03, 0.09, 0.08, 0.03, 0.09, 0.09]
}

(2)
{
  "formula": "C6H6FNO2",
  "method": "ωB97M-V/def2-TZVPD",
  "total_charge": 0,
  "relative_energy_kj_mol": 323.4,
  "energy_ev": -14616.0821,
  "gap_ev": [8.275, 8.275],
  "homo_ev": [-8.09, -8.09],
  "e_lumo_ev": [0.19, 0.18],
  "elements": ["O", "N", "C", "C", "C", "C", "C", "O", "C", "F", "H", "H", "H", "H", "H", "H"],
  "xyz": [[-2.228, -1.350, 0.468], [-1.084, -0.967, 0.138], [-0.047, -1.851, 0.221], [1.223, -1.279, -0.340], [1.304, -0.043, -0.869], [0.165, 0.981, -0.787], [-0.404, 1.495, 0.547], [-0.016, 1.157, 1.872], [-1.212, 0.635, -0.298], [-2.324, 0.688, -0.949], [-0.181, -2.800, 0.614], [2.093, -1.901, -0.390], [2.166, 0.291, -1.455], [0.265, 1.670, -1.507], [-0.600, 2.599, 0.689], [0.880, 0.674, 2.046]],
  "forces_ev_per_angstrom": [[-0.149, -0.039, -0.005], [-0.914, -1.158, 1.380], [1.010, 6.197, -2.253], [-1.206, -0.127, 0.304], [-1.242, 0.479, 0.247], [1.016, -2.743, 2.128], [0.649, 2.003, 2.403], [1.828, -1.542, 0.187], [3.202, -4.784, -0.160], [-1.183, 1.034, -0.256], [-0.549, -1.420, 0.581], [0.242, -0.431, -0.047], [-0.191, -0.200, 0.494], [0.098, 2.828, -2.324], [-0.198, -1.275, -1.294], [-2.415, 1.179, -1.386]],
  "lowdin_charge": [-0.05, -0.11, 0.01, -0.08, -0.05, -0.08, -0.20, -0.04, -0.30, 0.17, 0.10, 0.09, 0.10, 0.10, 0.18, 0.15]
}

(3)
{
  "formula": "C5H15NO2",
  "method": "ωB97M-V/def2-TZVPD",
  "total_charge": -1,
  "relative_energy_kj_mol": 67.5,
  "multiplicity": 2,
  "energy_ev": -11011.7832,
  "gap_ev": [3.060, 8.085],
  "homo_ev": [0.75, -4.48],
  "e_lumo_ev": [3.81, 3.61],
  "elements": ["C", "C", "N", "C", "C", "C", "H", "H", "H", "H", "H", "H", "H", "H", "H", "H", "H", "H", "H", "O", "H", "H", "O"],
  "xyz": [[0.799, -1.793, -2.180], [-0.300, -1.429, -1.138], [0.547, 0.895, 0.428], [-0.495, 0.992, -0.494], [-0.822, -0.036, -1.289], [-1.099, 2.356, -0.602], [0.783, -1.056, -2.983], [0.612, -2.798, -2.548], [1.811, -1.765, -1.758], [-1.143, -2.091, -1.329], [0.083, -1.762, -0.169], [0.749, 0.048, 0.954], [1.177, 1.677, 0.487], [-1.630, 0.120, -2.000], [-1.737, 2.542, 0.259], [-1.616, 2.466, -1.549], [-0.315, 3.115, -0.613], [2.004, -1.183, 2.303], [3.218, -1.058, 1.332], [2.671, -1.709, 1.812], [-1.509, 0.431, 1.607], [-2.025, 0.221, 2.950], [-1.772, 0.965, 2.378]],
  "forces_ev_per_angstrom": [[-0.065, 0.388, 0.354], [0.460, -0.774, -0.839], [-0.484, 0.148, 0.007], [1.165, -0.376, -0.439], [-0.571, 0.250, 0.867], [0.400, 0.032, -0.253], [-0.038, -0.260, -0.238], [0.160, -0.093, -0.295], [-0.238, 0.023, 0.092], [-0.154, -0.160, -0.013], [-0.202, 0.651, 0.215], [0.144, 0.288, -0.361], [0.028, -0.076, 0.475], [-0.014, -0.097, 0.074], [-0.148, 0.104, -0.016], [-0.440, -0.026, -0.056], [0.112, 0.055, 0.167], [0.211, -0.042, -0.096], [-0.297, -0.022, 0.229], [0.106, -0.048, -0.084], [0.245, 0.534, -0.093], [0.015, 0.472, 0.331], [-0.395, -0.970, -0.029]],
  "lowdin_charge": [-0.13, -0.30, 0.06, -0.48, -0.13, -0.09, 0.06, 0.05, 0.05, 0.08, 0.06, 0.02, 0.03, 0.09, 0.06, 0.06, 0.07, -0.06, -0.04, -0.26, -0.02, 0.00, -0.19]
}